{"formula": "C24H36FNO17PS2", "method": "ωB97M-V with the def2-TZVPD basis set", "elements": ["C", "C", "P", "S", "S", "C", "O", "N", "C", "O", "F", "H", "H", "H", "H", "H", "H", "C", "C", "C", "O", "C", "O", "O", "H", "H", "H", "H", "H", "H", "C", "C", "C", "O", "C", "O", "O", "H", "H", "H", "H", "H", "H", "C", "C", "C", "O", "C", "O", "O", "H", "H", "H", "H", "H", "H", "C", "C", "C", "O", "C", "O", "O", "H", "H", "H", "H", "H", "H", "C", "C", "C", "O", "C", "O", "O", "H", "H", "H", "H", "H", "H"], "positions_angstrom": [[-0.6883, 3.6425, -5.8598], [-1.1278, 2.4148, -5.2385], [-1.6085, 2.3462, -3.3862], [-2.6562, 0.5117, -3.1247], [-2.9768, 3.9401, -3.0512], [0.0236, 2.4674, -2.4254], [1.0573, 2.0184, -3.0095], [0.2232, 3.0652, -1.0849], [-0.8665, 2.7530, -0.1446], [-0.9047, 1.7482, 0.6023], [-1.9567, 3.6807, -0.0145], [-0.9525, 3.9293, -6.9356], [-0.0726, 4.3823, -5.2288], [-1.1818, 1.4832, -5.9223], [-4.0246, 0.6781, -3.3991], [-2.3102, 5.1594, -2.9828], [0.3204, 4.1010, -1.1201], [-1.6338, -3.1682, 2.1666], [-1.8193, -2.8014, 0.7120], [-1.2860, -1.4476, 0.3520], [-2.0893, -1.1012, -0.7724], [-3.2726, -1.7585, -0.6222], [-4.2511, -1.5537, -1.2922], [-3.2033, -2.6691, 0.3865], [-2.1913, -4.0779, 2.4058], [-0.5793, -3.3295, 2.3976], [-2.0199, -2.3841, 2.8255], [-1.3996, -3.5857, 0.0716], [-0.2284, -1.4726, 0.0835], [-1.4387, -0.6958, 1.1321], [3.5145, -2.4676, -2.0651], [3.5442, -2.8989, -0.6151], [3.7043, -4.3764, -0.4212], [3.0972, -4.5799, 0.8498], [2.1665, -3.5982, 0.9969], [1.3398, -3.5690, 1.8681], [2.2909, -2.6535, 0.0189], [3.2222, -1.4169, -2.1454], [4.4926, -2.5983, -2.5332], [2.7760, -3.0414, -2.6331], [4.3099, -2.3334, -0.0721], [4.7510, -4.6846, -0.4059], [3.1656, -4.9777, -1.1609], [2.1183, -9.8728, 1.0197], [1.7963, -8.5264, 0.4089], [0.4083, -8.4253, -0.1497], [0.5597, -7.4222, -1.1464], [1.8568, -7.4771, -1.5606], [2.2917, -6.8966, -2.5231], [2.5965, -8.2824, -0.7452], [3.1850, -9.9437, 1.2475], [1.5500, -10.0325, 1.9388], [1.8931, -10.6866, 0.3239], [2.0010, -7.7285, 1.1319], [-0.3232, -8.1213, 0.6010], [0.0635, -9.3453, -0.6330], [-2.8227, 3.3511, 2.5811], [-3.9664, 3.0396, 3.5217], [-5.0406, 4.0869, 3.5462], [-5.5977, 3.9147, 4.8417], [-4.6052, 3.4091, 5.6287], [-4.6671, 3.3112, 6.8204], [-3.5278, 3.0353, 4.8763], [-1.9994, 2.6493, 2.7361], [-3.1442, 3.2927, 1.5433], [-2.4194, 4.3516, 2.7668], [-4.3743, 2.0467, 3.2996], [-5.7957, 3.9295, 2.7738], [-4.6557, 5.1093, 3.4671], [3.0653, 6.2561, 1.6106], [2.8628, 6.5999, 0.1509], [3.3706, 7.9577, -0.2333], [2.5551, 8.2754, -1.3551], [1.3840, 7.6034, -1.1883], [0.3973, 7.7792, -1.8496], [1.4753, 6.7047, -0.1639], [2.5247, 5.3410, 1.8667], [4.1245, 6.1148, 1.8369], [2.6714, 7.0432, 2.2603], [3.2905, 5.8134, -0.4817], [4.4261, 7.9461, -0.5101], [3.2116, 8.7183, 0.5379]], "forces_ev_per_angstrom": [[-0.78, -2.27, 2.20], [1.41, 2.53, -2.10], [-0.54, 0.57, -2.99], [0.00, 0.29, 0.31], [0.17, -0.13, 0.32], [5.59, -1.81, -0.54], [-5.19, 2.16, 2.15], [-3.08, 0.23, -0.03], [-1.14, -3.39, 3.64], [0.42, 4.78, -4.15], [3.14, -1.35, -1.33], [1.06, -0.97, 1.50], [-1.66, -0.70, -0.99], [-0.83, 1.52, 1.56], [1.32, 0.77, 0.12], [0.26, -1.21, -0.20], [0.13, -0.67, -0.23], [-0.35, -0.10, 0.33], [0.68, -0.57, 1.20], [0.87, 0.08, 0.23], [-0.63, -0.20, -0.12], [-0.83, -0.32, 0.06], [0.86, 0.09, 0.24], [-0.33, 0.87, -1.13], [0.10, 0.03, -0.11], [-0.35, 0.06, -0.14], [0.01, 0.02, -0.16], [0.01, 0.13, -0.05], [-0.16, 0.06, -0.13], [-0.05, -0.20, 0.03], [-0.39, 0.19, -0.11], [0.51, 0.41, -1.14], [0.64, -0.47, -0.36], [-0.74, 0.54, 0.40], [-0.44, -0.16, 0.57], [0.95, -0.01, -0.85], [-0.32, -0.51, 0.84], [0.19, -0.04, 0.06], [-0.07, 0.00, 0.11], [0.12, -0.08, 0.12], [-0.04, -0.12, 0.05], [-0.16, -0.06, 0.19], [0.07, 0.19, -0.08], [0.33, -0.19, -0.19], [0.14, -0.91, 0.94], [-0.63, -0.06, 0.43], [0.65, 0.22, -0.43], [0.50, 0.33, -0.96], [-0.50, -0.49, 1.14], [-0.39, 0.72, -0.72], [-0.14, 0.09, 0.10], [0.04, 0.09, -0.07], [-0.07, 0.14, 0.03], [-0.11, 0.03, -0.09], [0.03, 0.13, -0.21], [0.16, -0.01, 0.10], [0.12, -0.03, 0.44], [0.79, 0.04, -0.83], [-0.51, 0.14, -0.46], [0.34, -0.20, 0.35], [-0.03, -0.08, 1.44], [0.06, 0.10, -1.20], [-0.60, 0.15, 0.40], [-0.19, -0.04, -0.09], [-0.21, -0.10, 0.42], [-0.17, -0.02, 0.02], [-0.10, 0.09, 0.01], [-0.07, 0.02, 0.23], [0.14, -0.13, -0.06], [-0.36, -0.07, 0.18], [0.65, -0.46, 1.14], [0.74, 0.23, 0.02], [-0.85, -0.36, -0.08], [-0.69, 0.50, -0.59], [0.79, -0.39, 0.51], [-0.30, 0.30, -0.76], [0.18, 0.00, -0.07], [-0.09, -0.01, -0.09], [0.08, 0.00, -0.15], [0.03, 0.13, -0.06], [-0.18, 0.09, -0.15], [-0.03, -0.19, 0.05]], "mulliken_charge": [-0.555, -0.181, 0.609, -0.201, -0.191, 0.327, -0.386, 0.028, 0.367, -0.370, -0.144, 0.279, 0.251, 0.318, 0.270, 0.259, 0.256, -1.422, 0.680, -0.423, -0.121, 0.595, -0.580, -0.390, 0.384, 0.329, 0.376, 0.283, 0.217, 0.230, -1.454, 0.426, -0.170, -0.313, 0.535, -0.584, -0.210, 0.348, 0.392, 0.340, 0.265, 0.331, -0.003, -1.501, 0.609, -0.499, -0.306, 0.672, -0.587, -0.339, 0.364, 0.387, 0.356, 0.224, 0.315, 0.310, -1.373, 0.470, -0.506, -0.322, 0.607, -0.520, -0.369, 0.340, 0.383, 0.337, 0.290, 0.310, 0.332, -1.472, 0.592, -0.530, -0.305, 0.643, -0.553, -0.341, 0.341, 0.393, 0.357, 0.247, 0.324, 0.321], "multiplicity": 1, "energy_ev": -95437.19657, "charge": 1, "homo_lumo_gap_ev": 6.887, "fmax_ev_per_a": 6.343}

=====

{"formula": "C24H36InN2Si", "method": "ωB97M-V with the def2-TZVPD basis set", "elements": ["C", "C", "C", "H", "C", "C", "H", "H", "H", "H", "In", "C", "H", "H", "H", "Si", "C", "C", "H", "C", "H", "C", "H", "C", "H", "C", "H", "C", "C", "H", "C", "H", "C", "H", "C", "H", "C", "H", "H", "H", "C", "N", "C", "C", "C", "N", "C", "C", "H", "H", "H", "H", "H", "H", "H", "H", "H", "H", "H", "H", "H", "H", "H", "H"], "positions_angstrom": [[0.7204, 3.2763, 0.9602], [-0.3974, 3.4538, 0.1119], [-1.5840, 3.0676, 0.8270], [-0.3712, 3.8212, -0.9228], [-1.1997, 2.6144, 2.1249], [0.2317, 2.7272, 2.1875], [0.8333, 2.5021, 3.0538], [1.7772, 3.5148, 0.7011], [-2.5887, 3.1418, 0.4342], [-1.8790, 2.2871, 2.9459], [-1.1831, -3.2935, 0.7412], [-1.0947, -1.8208, -0.8100], [-1.6011, -1.0340, -0.0926], [-0.0413, -2.0795, -1.0339], [-1.7530, -1.7560, -1.7053], [-0.0603, 0.8247, -1.9431], [1.6419, 0.1762, -2.4685], [2.6901, 1.1349, -2.4174], [2.4786, 2.2130, -2.2246], [4.0095, 0.7381, -2.5550], [4.8409, 1.4140, -2.2635], [4.3375, -0.6006, -2.7775], [5.3654, -0.9515, -2.6857], [3.3091, -1.5291, -2.9842], [3.6363, -2.5440, -3.2198], [1.9842, -1.1158, -2.8746], [1.1889, -1.8624, -3.0315], [-1.4471, 1.2260, -3.0859], [-1.0750, 1.9465, -4.2606], [-0.1311, 1.7290, -4.7164], [-1.8112, 3.0851, -4.6274], [-1.4082, 3.6705, -5.4631], [-2.9939, 3.3967, -3.9842], [-3.5174, 4.3374, -4.3122], [-3.4971, 2.5884, -2.9682], [-4.4575, 2.8586, -2.4988], [-2.7351, 1.4616, -2.5560], [-3.1466, 0.8835, -1.7315], [-0.2959, 0.6197, -0.5013], [0.4069, 2.2106, -2.0780], [-2.5229, -2.8435, 4.0292], [-1.3915, -2.2960, 3.2584], [-1.5381, -0.8665, 2.9205], [-0.1163, -2.6685, 3.9237], [1.0662, -1.9874, 3.2399], [1.0252, -2.1035, 1.7469], [1.3553, -0.8283, 1.1055], [2.0031, -3.1072, 1.2507], [-3.4792, -2.4850, 3.6317], [-2.5282, -3.9486, 4.0096], [-2.4521, -2.5523, 5.0967], [-1.3733, -0.1534, 3.7176], [-0.8924, -0.5725, 2.1134], [-2.5176, -0.7236, 2.4546], [-0.1701, -2.4229, 5.0073], [-0.0092, -3.7747, 3.9678], [1.2150, -0.9536, 3.5897], [1.9647, -2.5061, 3.5749], [2.3279, -0.4457, 1.4439], [1.3794, -0.9838, 0.0264], [0.6441, -0.0318, 1.3286], [3.0338, -2.8707, 1.5648], [1.7458, -4.1249, 1.5499], [2.0482, -3.0834, 0.1541]], "forces_ev_per_angstrom": [[-0.18, -0.05, -0.55], [1.87, 0.38, 0.30], [-0.19, -1.16, 2.77], [-0.06, -0.12, 0.74], [-1.56, 0.39, -1.79], [0.29, 0.72, -0.90], [0.09, -0.05, 0.06], [-1.11, -0.32, 0.34], [0.04, -0.03, 0.10], [0.71, 0.36, -0.89], [0.14, -0.64, 1.59], [-2.34, 1.05, -0.11], [2.20, -1.00, -1.30], [-0.44, 1.34, 0.27], [0.57, -0.76, 0.53], [1.66, 1.36, -0.48], [0.22, 0.16, -0.66], [-0.57, 0.33, 0.27], [0.07, -1.11, -0.03], [1.17, -0.15, 0.89], [-0.76, -0.21, -0.66], [-0.63, -0.12, 0.33], [-0.20, 0.22, -0.34], [0.90, 0.38, -0.20], [-0.59, 0.14, 0.04], [-0.32, -0.84, 0.40], [0.36, 0.33, 0.06], [-1.65, -0.13, -0.99], [-1.00, 0.64, 1.53], [0.42, 0.04, -0.26], [1.08, -1.37, -0.81], [-0.45, -0.06, 0.40], [-0.86, 1.32, -0.12], [0.41, -1.16, 0.56], [0.27, -0.46, -0.28], [0.59, -0.39, -0.23], [-0.05, 1.19, -0.10], [0.33, -0.02, 0.05], [-0.36, -0.06, -0.28], [0.11, 0.31, 0.61], [-0.07, -0.06, 0.38], [-0.05, -0.62, -0.39], [-0.54, -0.47, -0.42], [-0.49, 0.12, 0.16], [0.44, -0.62, 0.04], [-0.02, -0.37, -0.04], [0.33, 0.36, -0.01], [0.29, 0.21, -0.14], [0.27, -0.06, 0.03], [0.15, 0.48, -0.16], [-0.10, 0.03, -0.41], [-0.17, 0.03, 0.54], [0.59, -0.12, -0.08], [-0.21, 0.03, 0.57], [0.18, 0.37, -0.50], [-0.17, 0.54, -0.59], [-0.42, -0.19, -0.50], [0.13, 0.01, 0.13], [0.09, -0.20, -0.14], [0.17, 0.24, 0.14], [-0.03, -0.20, -0.02], [-0.29, -0.09, 0.17], [0.00, 0.11, 0.22], [-0.27, 0.03, 0.14]], "mulliken_charge": [-0.670, -0.413, -0.489, 0.615, -0.602, -0.282, 0.515, 0.370, 0.506, 0.506, 0.773, -0.615, 0.143, -0.182, 0.541, 0.390, 0.277, -0.154, 0.265, -0.538, 0.303, -0.450, 0.384, -0.675, 0.402, -0.127, 0.380, 0.860, -0.803, 0.457, -0.461, 0.373, -0.414, 0.318, -0.531, 0.386, -0.513, 0.353, 0.102, -0.465, -0.990, 0.271, -0.505, -0.894, -0.986, 0.699, -0.293, -1.219, 0.314, 0.317, 0.350, 0.330, -0.286, 0.473, 0.440, 0.450, 0.352, 0.502, 0.415, -0.432, -0.296, 0.411, 0.414, 0.331], "multiplicity": 1, "energy_ev": -41491.14071, "charge": 1, "homo_lumo_gap_ev": [5.337, 6.375], "fmax_ev_per_a": 3.015}

=====

{"formula": "C24H36N4O2S", "method": "ωB97M-V with the def2-TZVPD basis set", "elements": ["C", "C", "C", "H", "H", "C", "N", "C", "O", "C", "C", "N", "H", "H", "C", "C", "N", "C", "C", "C", "C", "C", "C", "C", "H", "H", "H", "H", "H", "H", "H", "H", "N", "C", "H", "C", "O", "C", "C", "H", "H", "H", "H", "H", "H", "H", "S", "C", "C", "C", "C", "H", "H", "H", "H", "H", "H", "H", "H", "H", "H", "H", "H", "H", "H", "H", "H"], "positions_angstrom": [[-2.5989, -5.0187, -1.3032], [-2.6637, -3.9393, -0.2304], [-3.1871, -2.6206, -0.7905], [-2.5264, -2.2788, -1.5886], [-4.1787, -2.7753, -1.2211], [-3.2617, -1.5440, 0.2980], [-3.6037, -0.2421, -0.2235], [-2.7357, 0.7466, -0.5482], [-3.1698, 1.8396, -0.9357], [-1.2850, 0.5766, -0.4373], [-0.4185, 1.6565, -0.3431], [-0.8818, 2.9161, -0.1001], [-0.2956, 3.6980, -0.3252], [-1.8662, 3.0137, -0.3310], [0.9677, 1.2712, -0.3752], [1.1020, -0.1235, -0.4916], [2.2393, -0.7884, -0.4775], [3.3574, -0.0945, -0.3462], [3.3751, 1.3227, -0.3493], [2.1723, 2.0119, -0.3760], [2.1269, 3.5165, -0.4253], [3.4680, 4.1799, -0.7271], [4.5800, 3.4868, 0.0424], [4.6875, 2.0534, -0.4591], [4.9757, 2.0631, -1.5161], [5.4756, 1.5251, 0.0716], [4.3509, 3.4921, 1.1106], [5.5289, 4.0055, -0.1045], [3.6805, 4.1101, -1.7963], [3.4132, 5.2388, -0.4663], [1.7578, 3.8723, 0.5427], [1.4170, 3.8217, -1.1986], [4.5505, -0.8161, -0.3050], [4.5224, -2.1439, -0.9017], [3.8943, -2.1123, -1.7908], [4.0042, -3.2155, 0.0619], [4.7461, -3.2137, 1.2660], [4.6840, -1.9498, 1.8791], [5.2556, -0.8526, 0.9693], [5.1661, 0.1045, 1.4826], [6.3105, -1.0631, 0.7639], [5.2662, -2.0243, 2.7998], [3.6387, -1.7027, 2.1258], [4.1239, -4.2111, -0.3677], [2.9429, -3.0265, 0.2719], [5.5529, -2.3814, -1.1868], [-0.4118, -0.9425, -0.6063], [-5.0206, 0.0094, -0.4196], [-5.7974, 0.2150, 0.8867], [-5.2598, 1.3497, 1.7585], [-5.4555, 2.7252, 1.1332], [-4.8590, 2.8178, 0.2303], [-6.5022, 2.8874, 0.8834], [-5.1437, 3.5013, 1.8286], [-5.7748, 1.3147, 2.7223], [-4.1960, 1.1875, 1.9459], [-5.7882, -0.7106, 1.4680], [-6.8364, 0.4224, 0.6219], [-5.4526, -0.8367, -0.9627], [-5.1040, 0.9022, -1.0400], [-2.3102, -1.4874, 0.8275], [-4.0249, -1.8265, 1.0283], [-1.6657, -3.7778, 0.1811], [-3.3128, -4.2714, 0.5834], [-3.5864, -5.2052, -1.7204], [-2.2210, -5.9494, -0.8870], [-1.9384, -4.7097, -2.1097]], "forces_ev_per_angstrom": [[0.02, 0.07, 0.25], [-0.13, 0.07, -0.30], [0.06, -0.06, 0.41], [-0.06, 0.01, -0.09], [-0.02, 0.03, -0.09], [0.17, -0.32, -0.17], [-0.16, 0.08, -0.01], [-0.04, 0.15, -0.02], [-0.04, 0.14, 0.01], [0.68, -0.13, -0.12], [-0.63, -0.32, 0.21], [0.00, 0.41, -0.07], [0.01, -0.06, 0.03], [0.13, 0.08, -0.06], [0.41, -0.59, -0.13], [-0.45, 0.65, 0.02], [0.33, -0.29, 0.02], [-0.54, 0.04, -0.15], [-0.05, 0.07, 0.03], [-0.12, -0.16, 0.14], [0.15, 0.19, -0.10], [-0.03, 0.02, 0.25], [0.04, -0.03, -0.31], [0.09, 0.11, 0.17], [0.12, -0.02, 0.02], [0.01, -0.01, -0.06], [0.03, 0.02, 0.08], [0.00, 0.00, 0.06], [0.02, 0.04, -0.04], [-0.02, 0.00, -0.09], [-0.08, 0.04, -0.06], [-0.05, 0.00, 0.10], [0.18, 0.08, -0.20], [-0.11, -0.33, 0.09], [0.08, -0.06, -0.02], [-0.12, 0.04, -0.30], [0.17, -0.11, 0.03], [0.11, 0.36, 0.03], [-0.04, -0.26, 0.36], [0.06, 0.03, -0.03], [-0.02, 0.07, 0.10], [-0.07, 0.08, -0.01], [0.08, -0.01, 0.03], [-0.04, 0.05, -0.04], [0.16, -0.10, -0.02], [-0.07, -0.06, -0.03], [0.13, 0.15, 0.00], [-0.41, 0.18, -0.06], [0.33, 0.02, 0.05], [-0.19, 0.01, -0.15], [0.10, -0.11, 0.08], [-0.02, 0.07, -0.07], [-0.14, 0.07, -0.01], [0.00, 0.14, 0.03], [0.09, -0.04, 0.03], [0.03, -0.04, 0.11], [-0.10, -0.04, -0.02], [-0.07, -0.07, 0.00], [0.02, 0.05, -0.03], [-0.04, -0.20, 0.01], [-0.16, -0.02, 0.10], [0.10, 0.03, 0.03], [0.03, 0.00, 0.13], [0.04, 0.01, 0.10], [-0.08, -0.05, -0.08], [0.03, -0.13, -0.05], [0.07, -0.01, -0.13]], "mulliken_charge": [-1.328, -0.328, -0.253, 0.320, 0.501, -1.808, 0.607, 0.897, -0.851, 0.398, -0.603, -0.326, 0.229, 0.233, 0.150, -0.774, -0.304, 0.006, 0.341, 1.703, -1.605, -1.140, -0.997, -0.531, 0.259, 0.399, 0.333, 0.376, 0.353, 0.405, 0.507, 0.535, 0.147, -0.608, 0.406, -0.435, -0.423, -0.630, -0.683, 0.438, 0.273, 0.372, 0.317, 0.371, 0.268, 0.393, -0.322, -1.262, -0.649, -0.325, -1.198, 0.265, 0.331, 0.356, 0.437, 0.176, 0.304, 0.482, 0.277, 0.586, 0.701, 0.300, 0.264, 0.324, 0.327, 0.395, 0.319], "multiplicity": 1, "energy_ev": -46364.29310, "e_above_lowest_kj_mol": 13.6, "charge": 0, "homo_lumo_gap_ev": 8.005, "fmax_ev_per_a": 0.791}